1.
Entry from OMol25: an isolated molecule of C4H6FN in a non-equilibrium geometry (ωB97M-V/def2-TZVPD).

Computed properties:
HOMO energy (alpha / beta) in eV: -8.59 / -7.22
Total charge: 0
Relative energy (zero: lowest compared OMol25 entry of this formula, charge and spin) in eV: 4.4713
Orbital gap (alpha / beta) in hartree: 0.325 / 0.274
E_tot in eV: -8447.8633

Cartesian coordinates (Å):
F 3.091 -0.269 0.358
N -0.217 0.872 -0.277
C -2.105 -0.725 0.007
C -0.824 -0.156 -0.066
C 1.685 -0.345 0.353
C 1.207 0.843 -0.403
H -2.916 -0.060 0.429
H 1.617 1.820 0.149
H -2.219 -0.903 -1.086
H -2.148 -1.566 0.581
H 1.581 0.997 -1.440
H 1.247 -0.508 1.394

***

2.
Entry from OMol25: an isolated molecule of C4H7NS in a non-equilibrium geometry (ωB97M-V/def2-TZVPD).

Computed properties:
SMILES string: C=C(S)[C@H]1CN1
HOMO energy in eV: -8.93
Total charge: 0
Relative energy (zero: lowest compared OMol25 entry of this formula, charge and spin) in eV: 3.0667
Orbital gap in hartree: 0.358
E_tot in eV: -16583.8647

Cartesian coordinates (Å):
S -2.394 0.634 -0.166
N 1.677 -0.128 -0.277
C -0.994 -1.755 0.220
C 0.329 0.301 -0.571
C 1.205 1.098 0.271
C -0.982 -0.467 -0.109
H 0.362 0.808 -1.642
H -0.037 -2.248 0.188
H -1.791 1.823 0.076
H 1.596 1.970 -0.031
H 1.880 -0.997 0.137
H 1.115 1.033 1.294
H -1.966 -2.072 0.613

***

3.
Entry from OMol25: a cluster of 7 separate species, C30H69N3O16P4 in total in a non-equilibrium geometry (ωB97M-V/def2-TZVPD).

Computed properties:
SMILES string: CCOP(=O)(OCC)OCC.CCOP(=O)(OCC)OCC.CCOP(=O)(OCC)OCC.CCOP(=O)(OCC)OCC.CC#N.CC#N.CC#N
HOMO energy in eV: -10.30
Total charge: 0
Orbital gap in hartree: 0.388
E_tot in eV: -106623.2749

Cartesian coordinates (Å):
P -2.827 -1.201 -2.270
P 1.918 2.004 4.558
P 0.458 -5.179 1.174
P 1.138 5.163 -1.896
O 0.374 -4.405 -0.233
O 0.575 1.113 4.573
O 2.196 3.938 -1.871
O 1.822 -5.718 1.444
O -0.031 -4.140 2.249
O -0.133 4.751 -0.933
O 3.193 1.273 4.520
O 0.545 5.083 -3.397
O -3.230 0.091 -1.393
O -3.236 -2.473 -1.327
O -0.745 -6.268 1.068
O -3.939 -1.323 -3.427
O 1.763 6.510 -1.609
O 1.596 3.077 3.295
O -1.389 -1.133 -2.699
O 1.748 3.028 5.801
N -0.484 0.527 0.442
N 4.598 -0.516 2.420
N -1.627 0.841 -6.337
C -0.607 0.475 -5.939
C 0.710 -5.048 -1.439
C 0.678 -3.973 3.500
C -0.391 -3.533 4.530
C -0.910 -7.171 2.166
C 4.148 -1.329 1.784
C 0.665 0.042 -5.366
C 4.235 2.921 -1.708
C -2.262 -7.976 2.031
C 3.532 4.146 -2.175
C 2.564 4.284 1.355
C -1.317 5.440 -1.056
C -2.499 -2.721 -0.132
C 2.265 2.626 7.077
C -3.136 -3.952 0.608
C -1.343 -0.007 3.598
C 2.479 3.795 8.010
C 0.332 0.018 -0.246
C 0.001 3.833 -3.866
C 0.282 0.107 3.651
C 1.323 -0.590 -1.104
C -1.198 4.196 -4.738
C -4.640 -1.420 -5.578
C -2.975 1.367 -1.916
C 3.632 -2.409 0.989
C 1.350 -3.960 -2.355
C -3.731 1.679 -3.221
C -3.588 -1.969 -4.626
C -1.534 6.321 0.223
C 2.692 3.898 2.860
H -1.751 0.992 3.449
H -3.327 2.133 -1.225
H 1.051 -0.426 -2.147
H -3.641 -3.056 -4.567
H 0.786 -0.792 4.007
H 3.715 4.306 -3.237
H -2.249 7.104 -0.032
H -2.681 -1.596 -5.101
H 3.169 2.020 7.008
H -1.308 6.101 -1.923
H -3.103 -7.283 2.026
H -2.211 -8.538 1.098
H -5.582 -1.877 -5.276
H -2.089 4.676 -1.152
H 1.141 -1.648 -0.915
H -1.060 5.177 -5.193
H 2.836 4.804 3.449
H -2.479 -8.619 2.884
H -4.773 -0.346 -5.447
H 1.735 4.980 1.221
H -0.354 3.198 -3.054
H -0.137 -5.576 -1.877
H 1.451 -5.834 -1.291
H -3.224 1.275 -4.097
H -0.071 -7.866 2.211
H 1.053 0.921 -4.851
H 4.408 2.832 -0.636
H 1.383 -0.217 -6.144
H 3.671 1.999 -1.849
H 0.468 -0.836 -4.750
H 1.508 -3.267 3.492
H 5.208 2.803 -2.185
H 0.676 -3.122 -2.532
H 2.299 -3.644 -1.923
H 0.649 0.406 2.670
H 3.882 5.035 -1.650
H 3.074 3.465 8.861
H 3.137 4.570 7.617
H 3.647 3.376 2.922
H -2.189 4.190 -4.286
H 2.607 -2.233 0.663
H 1.096 -4.925 3.827
H 4.325 -2.561 0.162
H -4.217 -4.030 0.731
H -2.850 -4.894 0.140
H 3.469 4.780 1.006
H 1.551 1.919 7.501
H 1.557 4.235 8.391
H 1.528 -4.463 -3.306
H 2.457 3.367 0.776
H -0.814 -2.566 4.259
H -2.527 -1.785 0.425
H -1.215 3.414 -5.497
H -4.686 1.159 -3.155
H -1.996 5.656 0.953
H -1.763 -0.419 4.515
H -4.496 -1.610 -6.642
H -1.206 -4.256 4.489
H -1.712 -0.653 2.801
H -1.915 1.578 -2.052
H -0.177 -3.384 5.589
H -0.632 6.844 0.541
H -4.019 2.726 -3.314
H 3.607 -3.354 1.532
H -2.620 -3.975 1.567
H -1.453 -2.855 -0.409
H 2.331 -0.269 -0.842
H -0.729 -6.625 3.091
H 0.741 3.226 -4.388

***

4.
Entry from OMol25: a cluster of 12 separate species, C88H191F6N11O14S6 in total in a non-equilibrium geometry (ωB97M-V/def2-TZVPD).

Computed properties:
HOMO energy in eV: -13.59
Total charge: +4
Orbital gap in hartree: 0.283
E_tot in eV: -220685.3968

Cartesian coordinates (Å):
S -3.861 -1.917 -6.433
S -0.595 6.151 1.185
S -1.895 4.426 2.156
S -5.762 -2.505 -7.723
S 5.363 1.116 3.363
S 4.367 -0.647 4.549
F 0.234 7.411 1.869
F -5.929 -3.327 -9.122
F -2.178 3.637 3.556
F 3.656 -1.966 3.954
F 6.385 1.311 2.209
F -2.805 -2.803 -5.554
O -6.047 -1.182 -8.307
O -1.400 3.415 1.184
O -4.098 -1.937 3.129
O 3.345 0.174 5.141
O -1.993 -2.235 3.820
O -6.751 -3.146 -6.869
O -2.981 -0.961 -7.075
O 4.343 2.084 3.074
O 0.422 5.667 0.252
O -1.690 6.932 0.682
O 6.252 1.354 4.445
O -3.197 5.018 1.994
O -4.730 -1.486 -5.327
O 5.333 -1.194 5.472
N -3.879 7.658 -2.308
N -0.907 5.376 2.658
N 7.618 -2.402 1.242
N 2.027 5.526 5.018
N -6.033 0.778 0.648
N -0.184 -9.885 -2.961
N 0.986 0.114 1.014
N -0.056 3.436 -8.441
N -0.450 -4.326 7.076
N -4.175 -3.035 -7.343
N 5.044 -0.343 3.024
C 10.050 -2.107 1.210
C 1.871 -2.217 0.894
C -4.912 7.274 -1.189
C -1.806 -1.118 -2.392
C -0.283 -8.326 -3.100
C -3.057 -1.600 3.769
C 3.889 5.264 1.503
C 3.154 -3.114 0.690
C 0.965 4.491 5.580
C 2.174 -0.767 0.651
C -4.937 0.134 -0.198
C 9.506 -1.824 2.613
C 1.002 0.693 -5.776
C -1.585 4.407 -2.615
C 1.817 -5.074 3.898
C -6.059 6.425 -1.754
C 0.374 -0.629 -6.116
C 6.650 -0.072 -1.846
C -9.029 3.813 -0.968
C 2.515 5.015 3.588
C -0.694 -10.266 -1.517
C -5.329 -1.317 -0.316
C 1.277 3.656 -10.510
C -0.250 0.001 0.033
C 0.261 1.967 -6.293
C -6.578 -0.382 1.538
C -0.223 -5.567 7.986
C -5.809 6.443 -3.237
C -7.178 1.218 -0.333
C -8.138 2.941 -1.910
C -3.521 2.944 -7.000
C 1.191 1.628 1.139
C 0.899 4.655 -8.310
C -0.986 -11.725 -1.568
C -0.095 -4.701 5.596
C -3.274 -0.368 4.738
C -1.549 -5.885 8.609
C 7.329 -0.460 -0.617
C -5.383 1.918 1.492
C -1.669 -11.856 -2.896
C 3.541 -11.282 -3.462
C -0.027 3.107 -9.989
C -2.903 5.249 -2.527
C 0.961 -7.492 -2.662
C 1.903 -5.034 -2.649
C -6.834 2.400 -1.223
C -2.618 11.116 -0.715
C -1.291 11.500 -1.518
C -2.884 9.644 -0.868
C 1.766 3.252 5.994
C -2.586 2.947 -8.206
C 0.347 -0.254 2.340
C 8.092 -1.355 2.383
C 6.519 -6.008 2.060
C 3.228 5.862 6.005
C -0.155 1.029 3.006
C 1.143 -10.565 -3.501
C 6.470 -4.738 1.225
C 0.392 2.121 -7.780
C 2.426 -10.638 -2.650
C 3.573 5.899 2.846
C 2.878 3.501 6.993
C 8.933 -2.988 0.653
C 6.193 -7.220 1.313
C -4.783 7.451 -3.563
C 0.463 -3.167 7.627
C -6.580 -1.560 0.588
C 6.694 -1.706 0.166
C -1.520 3.997 -7.988
C 6.884 -3.507 2.044
C 3.917 4.528 6.511
C -2.609 -5.264 7.650
C -5.779 3.477 3.497
C 3.285 -5.462 3.732
C 0.705 -5.966 -3.005
C 0.935 1.966 2.603
C -1.390 -10.562 -3.733
C -2.602 6.763 -2.322
C 1.466 -5.023 5.433
C -1.106 0.302 -2.298
C 0.186 0.260 -1.437
C 0.455 -1.887 6.784
C 1.391 5.026 -9.721
C -3.568 9.193 -2.155
C 1.388 6.927 4.876
C -1.981 -3.931 7.202
C -6.442 2.511 2.495
C 1.214 -0.697 7.319
H -9.594 4.382 -1.706
H 1.414 -4.229 3.340
H -1.174 -7.959 -2.590
H -6.132 2.163 -2.022
H -6.961 1.787 3.124
H -8.762 2.159 -2.343
H 3.238 -12.303 -3.696
H 3.014 4.800 1.048
H -4.928 2.633 0.807
H 1.023 2.583 6.429
H 0.489 -5.443 8.802
H 0.727 -0.432 8.258
H 3.407 -5.791 2.700
H -5.678 -1.684 -1.282
H 1.692 -5.920 6.009
H 0.776 -1.404 -5.463
H 5.413 -4.677 0.965
H -3.146 3.105 -9.127
H -2.872 9.344 -2.980
H 1.432 3.881 -11.566
H -0.993 0.851 -3.233
H 0.935 -0.438 -1.812
H 4.710 4.768 7.220
H 3.790 -10.838 -4.425
H -5.295 8.409 -3.650
H -1.129 4.541 -3.595
H 11.040 -2.565 1.207
H -5.660 5.477 -3.721
H 0.140 -6.392 7.373
H -8.351 4.381 -0.331
H -4.471 -1.882 0.046
H -5.298 8.128 -0.632
H 4.651 4.492 1.607
H 6.015 -3.003 2.468
H 2.004 0.751 -6.200
H 1.728 4.215 -7.756
H -1.554 -9.613 -1.368
H -2.416 -1.429 -1.544
H 9.179 -4.018 0.912
H -4.797 0.556 -1.193
H -3.545 -5.099 8.183
H -4.065 3.887 -6.950
H 4.258 6.016 0.805
H -2.756 -11.918 -2.840
H -3.099 2.720 -6.020
H 2.029 -5.092 -1.567
H -0.806 1.995 -6.072
H 0.352 -5.823 -4.026
H 0.205 4.450 4.799
H -1.143 12.575 -1.420
H -2.304 0.006 5.068
H -0.132 0.738 4.056
H 1.539 -2.464 1.903
H 3.279 2.535 7.303
H 6.732 -0.806 -2.647
H 2.882 -0.505 1.437
H 2.243 1.732 0.873
H -7.032 6.818 -1.459
H 1.870 -7.776 -3.193
H 1.469 -3.575 7.727
H 1.099 0.771 -4.693
H -7.233 2.937 1.879
H 2.195 -11.216 -1.756
H -6.686 6.849 -3.739
H -9.745 3.191 -0.430
H 0.654 -1.941 5.713
H 1.871 1.734 3.111
H -1.335 4.158 -6.926
H -7.367 0.373 -0.996
H 1.305 -10.109 -4.477
H 4.396 3.974 5.705
H 1.157 0.115 6.593
H -0.171 2.039 -10.155
H -0.617 -8.232 -4.134
H -1.985 7.001 -1.455
H 9.467 -2.738 3.205
H 0.705 3.029 2.677
H -8.013 1.371 0.350
H -2.268 -3.524 6.232
H -1.152 1.233 2.617
H -2.153 -9.786 -3.673
H 2.842 -4.136 0.478
H 0.510 4.991 6.435
H -1.676 -5.585 9.649
H -4.145 7.180 -4.403
H 2.807 3.967 3.522
H -1.105 -10.749 -4.768
H -6.227 3.161 -0.733
H 8.699 -2.982 -0.412
H 1.602 5.117 3.001
H -0.624 -1.022 0.046
H 3.863 6.507 5.398
H -1.362 -12.730 -3.470
H 10.079 -1.148 0.694
H 2.264 -0.952 7.461
H -4.291 6.683 -0.516
H 1.859 7.650 4.211
H -1.068 0.662 0.318
H 8.060 -0.357 1.945
H -7.565 -1.719 0.148
H 0.608 5.647 -10.157
H -2.375 11.347 0.322
H -0.572 -1.524 6.827
H -4.566 1.435 2.029
H -3.725 -0.817 5.622
H -3.594 9.266 -0.132
H -1.892 0.891 -1.824
H 8.408 -0.558 -0.735
H 4.461 6.060 3.457
H -2.926 -5.785 6.746
H 2.809 -5.330 -3.178
H 7.147 0.413 0.010
H 4.410 -11.443 -2.824
H 5.223 -7.127 0.824
H 1.095 -0.708 2.991
H -0.373 -1.045 2.128
H -4.375 2.299 -7.205
H 6.342 -2.420 -0.578
H 7.401 -1.364 3.225
H -1.886 9.212 -0.786
H 3.075 6.841 2.615
H -7.556 -0.204 1.986
H 7.540 -6.210 2.383
H -1.708 -6.957 8.492
H 0.752 2.790 -5.774
H -5.923 5.424 -1.346
H 2.916 6.457 6.863
H -4.048 0.073 0.431
H 2.398 5.425 -9.839
H -0.886 3.679 -10.340
H -0.671 -5.580 5.306
H 3.515 -6.399 4.238
H 1.153 7.377 5.841
H 6.925 -7.358 0.518
H -6.382 3.545 4.403
H -1.420 -12.229 -0.705
H 2.650 -0.480 -0.286
H 7.093 0.824 -2.281
H -7.909 3.522 -2.803
H -4.866 3.001 3.854
H 0.469 2.133 0.497
H -0.022 -12.219 -1.687
H -0.065 -5.718 -2.274
H 1.126 -2.602 0.197
H -4.482 9.748 -2.366
H -0.453 10.901 -1.161
H -5.799 -0.528 2.286
H 6.304 -8.147 1.876
H -3.518 11.714 -0.856
H -5.602 4.515 3.216
H 0.377 6.724 4.521
H 5.965 -5.822 2.981
H 1.750 -3.977 -2.866
H 0.398 5.419 -7.714
H -4.014 0.355 4.394
H 2.333 3.906 7.845
H 2.760 -9.682 -2.246
H -2.212 1.939 -8.384
H -0.413 -3.868 4.969
H 0.900 -11.596 -3.760
H -1.311 11.384 -2.601
H 4.018 -4.667 3.871
H 5.849 -1.345 0.752
H -3.350 5.042 -3.499
H 2.135 2.654 5.160
H -1.957 7.206 -3.081
H 10.065 -1.064 3.159
H 3.850 -2.757 -0.069
H 0.957 -7.527 -1.573
H 1.457 2.164 -8.009
H 2.032 -4.141 5.732
H 7.023 -4.816 0.289
H -6.675 -2.447 1.214
H -0.695 -0.527 -5.930
H 0.051 1.232 -8.310
H 0.561 -0.799 -7.176
H -2.020 -3.110 7.918
H -1.719 4.950 -8.478
H -1.695 3.326 -2.530
H 0.017 -9.887 -0.783
H 3.707 -3.096 1.629
H -2.468 -1.208 -3.253
H -3.495 4.878 -1.690
H 0.196 -3.072 8.679
H 1.275 -5.906 3.448
H -1.053 -1.857 -2.665
H 5.596 0.149 -1.675
H 7.547 -3.932 2.797
H 0.678 1.228 -1.525
H 2.085 2.980 -10.232
H -1.008 4.683 -1.732

***

5.
Entry from OMol25: a cluster of 2 separate species, C7H8F2N2 in total in a non-equilibrium geometry (ωB97M-V/def2-TZVPD).

Computed properties:
HOMO energy (alpha / beta) in eV: -7.02 / -7.49
Total charge: 0
Relative energy (zero: lowest compared OMol25 entry of this formula, charge and spin) in eV: 2.5322
Orbital gap (alpha / beta) in hartree: 0.272 / 0.264
E_tot in eV: -15799.9166

Cartesian coordinates (Å):
F 1.856 -2.647 -0.895
F 2.889 0.679 1.258
N -1.208 -1.138 0.581
N -0.769 -1.966 1.507
C 1.174 1.948 0.287
C 0.071 2.029 -0.595
C 2.195 -1.534 -0.227
C -0.394 0.903 -1.222
C 1.816 0.765 0.442
C 0.185 -0.351 -0.984
C 1.421 -0.420 -0.260
H 3.094 -1.648 0.346
H 1.532 2.820 0.815
H -1.499 -0.184 0.808
H -0.373 2.994 -0.786
H -0.373 -1.451 2.292
H -1.230 0.971 -1.902
H -1.783 -1.600 -0.116
H -0.048 -1.187 -1.627